{"formula": "C4H13N3O", "method": "wB97M-V/def2-TZVPD", "elements": ["O", "N", "N", "N", "C", "C", "C", "C", "H", "H", "H", "H", "H", "H", "H", "H", "H", "H", "H", "H", "H"], "positions_angstrom": [[1.3742, -3.1604, -0.2928], [-0.7189, 0.6185, -1.7199], [1.5811, 0.6398, -1.0133], [-0.8933, -0.5886, 2.3679], [-1.4534, 0.7966, -0.4949], [-0.0559, 0.3728, 1.6576], [0.5339, 0.6234, -1.8961], [-0.8156, 1.3714, 0.7726], [-2.0149, -0.1117, -0.2571], [-1.2812, -0.2238, 3.2270], [0.5593, 0.9157, 2.3712], [-0.1738, 2.2166, 0.5055], [-1.6093, 1.8069, 1.3846], [0.8757, -2.7230, 0.4202], [-2.2581, 1.5029, -0.7354], [1.7540, -2.4005, -0.7635], [0.5882, -0.1993, 1.0128], [1.4288, 1.0373, -0.0926], [0.8641, 0.5250, -2.9238], [2.5048, 0.8824, -1.3627], [-1.6431, -0.9413, 1.7957]], "atomic_forces_ev_per_a": [[-0.171, 0.453, 0.262], [-0.279, -0.013, -0.345], [0.160, 0.256, 0.656], [0.214, -0.202, 0.399], [-0.367, 0.612, 0.248], [-0.691, 0.137, -0.334], [0.068, -0.129, 0.057], [0.160, -0.077, 0.346], [0.219, -0.298, -0.027], [-0.050, 0.170, -0.123], [0.127, -0.084, 0.128], [0.062, -0.003, -0.066], [-0.113, 0.016, 0.031], [0.183, -0.262, -0.234], [0.002, -0.010, -0.157], [-0.007, -0.119, -0.002], [0.475, -0.263, 0.001], [0.132, -0.099, -0.324], [0.101, -0.052, -0.109], [-0.102, -0.046, -0.281], [-0.121, 0.013, -0.129]], "lowdin_spin": [0.062, 0.007, 0.102, 0.013, 0.031, 0.102, 0.190, 0.066, 0.003, 0.009, 0.041, 0.045, 0.008, 0.012, 0.006, 0.028, 0.016, 0.066, 0.038, 0.150, 0.003], "lumo_ev": [3.87, 3.72], "total_charge": -1, "e_above_lowest_kcal_mol": 13.1, "homo_ev": [1.03, -5.52], "homo_lumo_gap_ev": [2.84, 9.24], "fmax_ev_per_a": 0.780, "multiplicity": 2}

{"formula": "C28H21BrHoIN5O6S", "method": "wB97M-V/def2-TZVPD", "elements": ["Ho", "I", "Br", "S", "O", "O", "O", "O", "O", "O", "N", "N", "N", "N", "N", "C", "C", "C", "C", "C", "C", "C", "C", "C", "C", "C", "C", "C", "C", "C", "C", "C", "C", "C", "C", "C", "C", "C", "C", "C", "C", "C", "C", "H", "H", "H", "H", "H", "H", "H", "H", "H", "H", "H", "H", "H", "H", "H", "H", "H", "H", "H", "H", "H"], "positions_angstrom": [[-0.6615, -0.1077, 0.5855], [-0.4475, 2.4203, 3.7306], [0.9136, 4.8899, 1.4693], [-3.1204, -1.1131, 1.3300], [-1.6280, 1.7415, 0.2381], [6.2106, -2.1843, -0.4728], [5.8633, -3.2710, 1.5152], [1.2113, -2.3214, 3.5792], [0.0733, -0.6378, 2.6616], [-0.2423, -2.1221, -0.2962], [0.1628, -1.1816, -2.3596], [-1.7174, -2.9672, 2.6164], [-2.5490, -3.5059, 0.5288], [1.7922, -0.4152, 0.6398], [-0.4525, -0.0737, -1.7822], [-2.7260, 6.4295, 2.2155], [3.9528, -0.8603, -0.2710], [-2.7012, 4.3261, 3.4286], [-3.0228, 4.4019, -1.7216], [3.2968, -1.9996, 1.7276], [2.6755, -5.3770, -2.6496], [-2.0234, 2.8187, -3.1797], [0.9870, -3.3580, -1.9583], [-1.4903, 6.1530, 1.7158], [0.2210, -2.1863, -1.5232], [1.1026, -3.6833, -3.3064], [1.9803, -4.6967, -3.6634], [-2.0302, 2.3977, -0.8498], [1.6936, -4.0164, -0.9733], [-2.7199, 3.9988, -3.0249], [4.2709, -1.7476, 0.7447], [-2.4236, -2.6492, 1.5456], [1.0800, -1.4531, 2.7312], [-2.7935, 3.5495, -0.6649], [5.6118, -2.4678, 0.5902], [-1.6608, 1.9657, -2.1369], [2.1235, -1.2739, 1.6454], [-3.3219, 5.5235, 3.0827], [-1.4111, 4.1225, 2.9961], [2.6876, -0.2380, -0.3293], [2.5892, -5.0378, -1.3027], [-0.9012, 0.7912, -2.5781], [-0.8243, 5.0196, 2.1412], [2.2055, -5.0191, -4.6235], [4.6309, -0.6901, -1.1073], [1.4982, -3.8011, 0.0995], [-3.5177, 5.3388, -1.5463], [-3.2415, 7.3293, 1.8928], [-1.6874, 2.4997, -4.1681], [-2.9355, 4.6237, -3.8314], [-2.9871, 3.8633, 0.3744], [-3.2151, 3.4995, 3.9952], [-1.0102, 6.8881, 1.0795], [0.5475, -3.2302, -4.0886], [-1.3503, -2.1866, 3.1719], [3.3074, -6.2210, -2.9902], [3.4703, -2.7141, 2.4963], [-1.2136, -3.8518, 2.6936], [-2.9495, -3.1647, -0.3080], [-4.3386, 5.7139, 3.4187], [3.0908, -5.5734, -0.5127], [2.5063, 0.4256, -1.2209], [-1.6261, -3.9438, 0.3792], [-0.8151, 0.6104, -3.6192]], "atomic_forces_ev_per_a": [[0.757, -0.250, 0.958], [0.051, 0.006, -0.336], [0.625, -0.490, -0.047], [-0.515, 0.463, 0.439], [-0.288, 0.321, -0.712], [0.183, -0.350, 0.699], [0.228, 0.215, -0.372], [-0.107, -0.106, -0.001], [-0.321, -0.072, -0.221], [0.035, -0.545, -0.888], [-0.079, -0.280, -0.309], [0.376, -0.131, 0.266], [1.793, -2.061, 0.862], [0.114, -0.057, 0.169], [0.475, -1.131, 0.830], [-0.825, 0.037, 0.258], [-1.265, 0.686, -0.609], [-1.107, -0.166, 0.422], [-0.686, -0.603, -0.279], [0.422, 1.077, -1.271], [0.794, -0.644, -0.416], [-0.011, -0.188, -0.945], [-0.331, 0.328, -0.037], [0.359, 0.596, -0.018], [-0.501, 1.457, 0.831], [0.978, -0.999, -0.126], [0.092, 0.035, 2.856], [0.628, -1.277, 1.437], [0.320, -0.867, 1.099], [0.735, -0.599, 1.485], [-0.516, 0.306, -0.581], [-0.287, 0.980, -0.318], [0.069, 0.080, -0.047], [0.581, 0.930, 0.467], [0.153, -0.580, 0.104], [-0.066, 0.912, -0.994], [-0.256, -0.011, 0.158], [-0.993, -0.429, 0.034], [0.590, -0.995, 0.319], [1.371, -0.002, -0.397], [-1.046, 0.245, -0.617], [-1.045, 1.032, 1.132], [0.475, 0.552, -0.480], [-0.154, -0.235, -1.859], [0.051, -0.193, 0.500], [0.297, 0.192, -0.976], [-0.159, 0.331, 0.036], [-0.014, -0.107, 0.199], [-0.271, 0.243, 0.023], [-0.269, 0.818, -1.245], [-0.014, -0.302, -0.611], [0.549, 1.300, -0.477], [0.086, -0.329, -0.103], [-0.502, 0.795, -0.208], [-0.104, -0.353, -0.122], [-0.240, 0.616, 0.474], [0.060, -0.302, 0.514], [-0.230, 0.468, -0.154], [-0.381, 0.579, -0.562], [0.155, -0.057, 0.047], [0.265, -0.060, -0.105], [-0.388, -0.679, 1.226], [-0.871, -0.148, -0.307], [0.170, 0.001, -1.097]], "lowdin_spin": [4.031, 0.000, 0.000, -0.004, -0.008, 0.000, 0.000, 0.000, -0.005, -0.005, 0.000, 0.000, -0.001, -0.004, -0.005, 0.000, 0.000, 0.000, 0.000, 0.000, 0.000, 0.000, 0.000, 0.000, 0.000, 0.000, 0.000, 0.001, 0.000, 0.000, 0.000, -0.001, 0.000, 0.000, 0.000, 0.000, 0.000, 0.000, 0.000, 0.000, 0.000, 0.001, 0.000, 0.000, 0.000, 0.000, 0.000, 0.000, 0.000, 0.000, 0.000, 0.000, 0.000, 0.000, 0.000, 0.000, 0.000, 0.000, 0.000, 0.000, 0.000, 0.000, 0.000, 0.000], "lumo_ev": [1.98, 1.98], "total_charge": -1, "e_above_lowest_kcal_mol": 1.1, "homo_ev": [-5.31, -5.31], "homo_lumo_gap_ev": [7.29, 7.29], "fmax_ev_per_a": 2.865, "multiplicity": 5}

{"formula": "C16H22N2O5S", "method": "wB97M-V/def2-TZVPD", "elements": ["S", "O", "O", "O", "O", "O", "N", "N", "C", "C", "C", "C", "C", "C", "C", "C", "C", "C", "C", "C", "C", "C", "C", "C", "H", "H", "H", "H", "H", "H", "H", "H", "H", "H", "H", "H", "H", "H", "H", "H", "H", "H", "H", "H", "H", "H"], "positions_angstrom": [[1.0536, -0.5560, -2.1124], [3.9864, 1.3545, 0.9580], [2.0367, 0.4912, -2.6497], [0.4243, -1.4857, -2.8396], [2.1758, 1.6340, -0.4779], [-5.0097, 0.4971, -0.6994], [-0.2580, 0.6305, -1.4062], [2.4440, -2.4784, 1.0578], [2.6587, 3.1501, -0.6477], [-3.2979, -1.3311, -0.5087], [2.9974, 0.9660, 0.3634], [-5.6376, 1.1805, 0.6324], [-1.2352, 0.0324, -0.5861], [1.4204, 4.0954, -0.1785], [-4.1213, -0.4198, 0.0857], [1.5628, -2.1212, -0.0298], [3.8332, -0.9715, 2.5890], [0.8088, -3.5394, -0.5581], [-2.1289, -0.5563, -1.5675], [-5.0297, 1.0375, 1.7393], [-4.1618, 0.0113, 1.6550], [1.6214, -0.9301, -0.5948], [2.9781, -1.2318, 1.2441], [2.5973, -0.3214, 0.2661], [1.8088, 5.0535, -0.5082], [-1.6506, 0.9306, -0.0876], [4.6083, -1.7667, 2.6872], [0.0158, -3.6929, 0.3767], [-6.2637, 1.8143, 0.1107], [-2.7684, 0.0226, -2.2850], [-1.6988, -1.2750, -2.1781], [-5.2675, 1.2326, 2.5963], [1.5032, -4.3474, -0.8221], [3.5834, 3.5037, -0.1330], [-3.3704, -0.3442, 2.2186], [0.2929, 1.3226, -1.1013], [2.5067, -3.2373, 1.6139], [0.3627, 3.9086, -0.8905], [-4.0166, -1.9863, -1.1609], [4.4690, -0.1849, 2.6251], [-0.7600, -0.7314, 0.0350], [2.7474, 3.1536, -1.7490], [1.1094, 3.8819, 0.8283], [-2.7324, -2.1065, 0.1255], [0.4844, -3.0160, -1.5016], [3.3176, -1.2732, 3.4657]], "atomic_forces_ev_per_a": [[3.169, 14.882, 3.289], [-0.757, 0.865, -0.231], [-2.901, -4.534, 0.502], [-3.022, -6.258, -4.370], [2.699, 4.950, 1.920], [1.619, -2.527, 7.530], [1.511, -4.054, -4.688], [-1.872, 7.811, -4.738], [-3.244, -0.592, -0.296], [2.418, -4.285, -4.943], [1.320, 3.116, -1.211], [-0.879, 1.000, -7.770], [0.951, 2.059, -0.652], [-0.967, -2.449, -4.035], [-3.048, 6.408, 6.289], [-1.371, -10.307, 0.126], [-0.755, -4.444, -2.598], [-0.712, 4.485, 1.579], [-6.003, -1.555, 1.883], [2.240, -2.811, -5.027], [2.339, -4.022, -8.903], [2.404, -1.624, 2.249], [2.715, 0.921, 3.247], [-0.080, -4.279, 2.122], [-0.456, 0.596, 0.865], [-0.266, -1.072, 0.571], [-0.280, -0.180, -0.862], [1.802, -0.177, -3.108], [-1.641, 1.422, 0.133], [0.911, 0.381, 1.173], [0.931, -1.598, -0.664], [-3.120, 3.616, 9.107], [-0.237, 0.277, 0.632], [-0.735, -1.258, -0.199], [0.966, -0.640, 1.457], [2.321, 3.034, 1.817], [-0.130, -2.848, 1.863], [3.246, 0.326, 1.916], [1.419, 0.875, 0.664], [0.813, 3.117, 0.096], [-0.543, 0.006, 0.798], [0.163, 0.321, 0.651], [0.307, 0.566, 0.502], [-1.003, 1.625, -0.462], [-1.021, -1.902, 0.926], [-1.220, 0.757, 0.850]], "lowdin_charge": [0.775, 0.102, -0.303, -0.229, -0.086, -0.026, -0.065, 0.181, -0.073, -0.144, -0.500, -0.006, -0.308, -0.072, -0.214, -0.210, 0.034, 0.009, -0.110, -0.165, 0.019, -0.257, -0.127, -0.110, 0.048, 0.153, 0.086, 0.130, 0.084, 0.134, 0.055, 0.035, 0.059, 0.116, 0.066, -0.007, 0.113, 0.142, 0.147, 0.022, 0.113, 0.112, 0.046, 0.134, 0.035, 0.061], "lumo_ev": 0.37, "e_above_lowest_kcal_mol": 329.4, "homo_ev": -7.45, "homo_lumo_gap_ev": 7.82, "fmax_ev_per_a": 15.567}